{"formula": "C3H10N5", "method": "wB97M-V/def2-TZVPD", "orbital_gap_ev": [7.831, 7.835], "total_charge": 1, "smiles": "C[C@@H]1N=[NH+]NNN1C", "de_lowest_kcal_mol": 149.6, "multiplicity": 1, "total_energy_ev": -10710.93339, "fmax_ev_per_a": 5.4, "elements": ["C", "C", "C", "N", "N", "N", "N", "N", "H", "H", "H", "H", "H", "H", "H", "H", "H", "H"], "coordinates": [[-0.09577, -0.68671, -0.69445], [-0.82974, -1.49051, 0.48165], [-1.67923, 1.08132, -0.41595], [1.86745, 0.65733, 0.40947], [0.62679, 1.16985, 0.58758], [2.10136, -0.61650, -0.04659], [-0.27191, 0.69650, -0.53650], [1.23687, -1.14967, -0.75706], [-0.62118, -0.98627, -1.55863], [-1.10707, -0.80016, 1.33412], [-0.09135, -2.25424, 0.88017], [-1.63070, -2.00003, 0.03434], [-2.31570, 1.10279, -1.31146], [-1.99261, 0.56672, 0.46232], [-1.57346, 2.16901, -0.15966], [2.63727, 1.24674, 0.94145], [0.67323, 2.19764, 0.54584], [3.06575, -0.90385, -0.19664]], "forces_ev_per_angstrom": [[-0.986, -0.637, 2.291], [2.849, -0.070, 1.268], [1.693, 2.734, 1.401], [5.027, 1.412, 1.256], [-3.599, -0.841, -0.390], [-1.970, 3.487, -0.604], [1.822, 1.700, -1.516], [0.418, -2.329, -0.128], [-0.119, -0.224, -1.345], [0.315, -0.857, -1.074], [-1.138, 0.776, -0.322], [-1.299, -0.604, -0.107], [0.682, -0.847, 0.146], [-1.579, -0.123, 0.289], [-0.615, -0.757, -0.017], [-1.856, -2.327, -1.429], [0.145, -0.566, -0.222], [0.211, 0.073, 0.501]]}

{"formula": "C3H10N5", "method": "wB97M-V/def2-TZVPD", "orbital_gap_ev": 11.176, "total_charge": 1, "smiles": "C[N@@H+]1CN=NN1CN", "de_lowest_kcal_mol": 92.4, "multiplicity": 1, "total_energy_ev": -10713.41354, "fmax_ev_per_a": 2.9, "elements": ["C", "C", "C", "N", "N", "N", "N", "N", "H", "H", "H", "H", "H", "H", "H", "H", "H", "H"], "coordinates": [[1.20196, -1.02316, -1.42442], [-0.57148, -1.44068, 0.38224], [-0.09889, 1.39502, 1.00201], [2.34503, -0.14509, -1.02003], [1.91066, 0.69985, -0.24428], [0.63001, 0.64955, 0.05488], [-1.40999, 1.61206, 0.37462], [0.01147, -0.50274, -0.62902], [0.96173, -1.01583, -2.45330], [1.40963, -2.02181, -1.08438], [0.15592, -2.26353, 0.57457], [-0.75233, -0.93062, 1.34277], [-1.52622, -1.82051, 0.13380], [0.44690, 2.28292, 1.03680], [-0.10066, 1.02584, 1.99682], [-1.70902, 2.54991, 0.08315], [-2.12428, 1.27062, 1.06857], [-0.78042, -0.32180, -1.19479]], "forces_ev_per_angstrom": [[0.168, 0.146, 1.534], [1.646, -0.670, 1.855], [-1.523, 1.610, -1.510], [-1.142, -0.401, -0.668], [0.871, 0.797, 0.776], [0.211, -1.976, -2.097], [-1.651, -1.086, 2.054], [0.986, -1.163, 1.729], [0.019, 0.274, -1.123], [0.106, -0.444, -0.033], [-0.666, 0.607, -0.165], [0.390, -0.011, -0.523], [-0.806, -0.425, -0.999], [0.942, 1.680, 0.309], [-0.389, -0.842, 0.797], [0.825, -0.388, 0.373], [0.702, 0.684, -1.239], [-0.688, 1.609, -1.069]]}

{"formula": "C3H10NO", "method": "wB97M-V/def2-TZVPD", "orbital_gap_ev": 6.854, "total_charge": -1, "de_lowest_kcal_mol": 36.2, "multiplicity": 1, "total_energy_ev": -6809.20703, "fmax_ev_per_a": 3.1, "elements": ["C", "O", "H", "H", "H", "C", "N", "C", "H", "H", "H", "H", "H", "H", "H"], "coordinates": [[-0.74476, 2.05901, 1.23584], [-1.55587, 1.15391, 0.58137], [-1.24168, 2.95569, 1.62759], [0.03367, 2.49191, 0.56855], [-0.25315, 1.63487, 2.13577], [1.34868, -1.38898, 0.12823], [0.50724, -0.29009, -0.43624], [-0.39487, -0.86876, -1.43869], [1.62260, -1.98292, -0.76601], [0.72276, -2.10799, 0.72548], [2.06447, -0.93664, 0.80449], [-0.17416, 0.34577, 0.05194], [-1.40239, -1.05009, -1.03213], [-0.47123, -0.19981, -2.31363], [-0.06130, -1.81587, -1.87254]], "forces_ev_per_angstrom": [[-0.521, -0.418, -0.516], [0.521, 0.453, 0.302], [-0.543, 0.373, 0.161], [0.332, -0.117, 0.167], [0.379, -0.051, 0.033], [-2.947, 0.811, 0.027], [0.521, -1.371, -1.767], [-0.121, 0.457, -0.430], [0.994, 0.444, 0.772], [0.372, 0.284, -0.026], [0.717, -0.375, -0.303], [0.173, -0.488, 1.129], [0.083, 0.154, -0.096], [-0.300, -0.008, 0.318], [0.341, -0.150, 0.228]]}

{"formula": "C3H10NO", "method": "wB97M-V/def2-TZVPD", "orbital_gap_ev": 7.107, "total_charge": -1, "de_lowest_kcal_mol": 74.4, "multiplicity": 1, "total_energy_ev": -6807.54665, "fmax_ev_per_a": 5.5, "elements": ["C", "O", "H", "H", "H", "C", "N", "C", "H", "H", "H", "H", "H", "H", "H"], "coordinates": [[-2.56082, -0.54866, 0.13829], [-1.48563, -1.22069, -0.40062], [-3.35373, -0.04723, -0.64855], [-2.20200, 0.37333, 0.76345], [-3.29424, -1.15410, 0.81862], [2.04225, 0.47298, 1.01821], [0.72139, -0.00356, 0.34076], [0.75670, 0.20421, -1.20140], [2.46066, 1.41337, 0.83277], [2.74285, -0.31053, 0.65298], [1.98983, 0.23485, 2.10537], [-0.41809, -0.39471, 0.32848], [0.29072, -0.65633, -1.78382], [0.45559, 1.29585, -1.47960], [1.85452, 0.34123, -1.48494]], "forces_ev_per_angstrom": [[-1.083, 1.090, -0.249], [-0.937, 1.118, 1.206], [1.524, -0.917, 1.118], [-0.779, -1.111, -0.576], [1.105, 0.557, -0.688], [-2.838, -4.724, -0.041], [-0.122, 0.925, -2.846], [2.182, 1.355, 1.342], [0.062, 1.869, -0.430], [0.252, 0.684, 0.072], [-0.199, 0.605, -0.572], [1.866, -0.359, 0.507], [0.335, 1.564, 0.920], [-0.571, -1.828, 0.121], [-0.796, -0.827, 0.114]]}

{"formula": "C3H10NO", "method": "wB97M-V/def2-TZVPD", "orbital_gap_ev": 10.180, "total_charge": 1, "de_lowest_kcal_mol": 49.7, "multiplicity": 1, "total_energy_ev": -6802.15726, "fmax_ev_per_a": 3.7, "elements": ["C", "N", "H", "H", "H", "H", "H", "H", "C", "C", "O", "H", "H", "H", "H"], "coordinates": [[0.00345, -1.40737, -1.55145], [1.08197, -0.93180, -0.48429], [-0.62320, -0.62081, -1.96256], [-0.66724, -2.03228, -0.96461], [0.55229, -1.87487, -2.36181], [1.72310, -0.20437, -0.78526], [0.36562, -0.65158, 0.18207], [1.60774, -1.79576, -0.39977], [-1.31056, 0.99320, 1.50660], [-0.54334, 1.67158, 0.68254], [0.82702, 1.44127, 0.58562], [-1.05388, 0.45983, 2.42423], [-2.40337, 0.95994, 1.49555], [-0.74849, 2.59832, 0.14784], [1.18888, 1.39470, 1.48529]], "forces_ev_per_angstrom": [[0.747, 0.453, -0.035], [-2.101, -1.282, -2.807], [0.470, 0.543, 0.282], [0.315, -0.454, -0.309], [-0.276, -0.380, 0.080], [-0.434, 0.494, 0.122], [1.246, 0.309, 1.298], [-0.019, 0.019, 1.208], [-1.844, -0.650, 1.042], [0.948, 0.708, 0.069], [0.351, 0.466, 0.930], [1.049, -0.471, -0.684], [0.261, 1.039, -0.408], [-0.847, -0.779, -0.594], [0.135, -0.015, -0.193]]}

{"formula": "C3H10NO", "method": "wB97M-V/def2-TZVPD", "orbital_gap_ev": 8.803, "total_charge": 1, "de_lowest_kcal_mol": 59.3, "multiplicity": 1, "total_energy_ev": -6801.73900, "fmax_ev_per_a": 2.0, "elements": ["C", "O", "H", "H", "H", "H", "C", "C", "N", "H", "H", "H", "H", "H", "H"], "coordinates": [[1.15304, 1.81700, -1.31681], [1.57115, 1.02836, -0.19586], [0.23716, 1.37572, -1.73007], [1.82901, 1.79261, -2.18379], [1.03304, 2.84953, -0.98728], [2.50066, 0.76322, -0.23681], [-0.46675, -2.10946, 0.60917], [-1.72064, -0.03779, 1.03059], [-0.68533, -0.65856, 0.55875], [-0.48624, -2.58951, -0.37138], [0.51256, -2.20633, 1.07273], [-1.26473, -2.51879, 1.19633], [-2.75175, -0.24679, 0.80033], [-1.49631, 0.81786, 1.65462], [0.03514, -0.07706, 0.09948]], "forces_ev_per_angstrom": [[0.271, -0.054, -0.662], [-0.177, -0.558, -0.018], [-0.135, 0.363, 0.358], [0.220, -0.018, 0.549], [-0.235, -0.103, -0.183], [-0.283, 0.271, -0.179], [-0.560, 0.035, -1.388], [1.190, 0.556, -0.251], [-0.998, 0.062, -0.333], [0.219, 0.173, 0.006], [-0.109, -0.234, 0.096], [-0.101, -0.394, 0.452], [-0.355, -1.422, 0.983], [-0.166, 1.116, -1.005], [1.218, 0.208, 1.575]]}

{"formula": "C3H10NO", "method": "wB97M-V/def2-TZVPD", "orbital_gap_ev": 10.975, "total_charge": 1, "smiles": "[NH3+]CCCO", "de_lowest_kcal_mol": 37.6, "multiplicity": 1, "total_energy_ev": -6802.67931, "fmax_ev_per_a": 5.2, "elements": ["C", "C", "C", "O", "N", "H", "H", "H", "H", "H", "H", "H", "H", "H", "H"], "coordinates": [[0.54736, 0.62828, -0.80358], [0.92585, 0.07296, 0.58292], [0.28904, -1.31832, 0.88084], [-0.97007, -1.35644, 0.40319], [-0.88462, 1.10121, -0.95522], [0.72533, -0.25814, -1.58492], [1.19568, 1.52349, -1.17347], [2.00809, 0.07265, 0.68895], [0.55733, 0.75219, 1.41504], [0.70512, -2.20829, 0.53458], [0.38418, -1.36642, 2.01696], [-1.80090, -1.46432, 0.95598], [-1.49761, 0.70449, -1.65426], [-0.69753, 2.20217, -1.11810], [-1.48725, 0.91449, -0.18891]], "forces_ev_per_angstrom": [[2.069, -1.712, -2.345], [-1.108, 0.470, 0.476], [1.454, 1.653, 3.741], [-5.070, 0.587, -0.979], [1.262, 3.736, -0.712], [-0.516, 2.079, 1.565], [-1.050, -1.749, 0.919], [0.070, -0.140, -0.189], [0.334, -0.485, -1.061], [1.830, -1.030, -0.932], [-0.422, -0.265, -1.216], [2.220, -0.008, -0.327], [0.662, -0.161, -1.303], [-1.688, -3.128, 0.459], [-0.047, 0.153, 1.904]]}

{"formula": "C3H10NO", "method": "wB97M-V/def2-TZVPD", "orbital_gap_ev": [11.624, 9.180], "total_charge": 2, "de_lowest_kcal_mol": 60.6, "multiplicity": 2, "total_energy_ev": -6789.36173, "fmax_ev_per_a": 5.8, "s2": 0.758, "elements": ["N", "H", "H", "H", "H", "C", "C", "C", "O", "H", "H", "H", "H", "H", "H"], "coordinates": [[0.37099, -1.26125, -1.33330], [0.09633, -1.19173, -2.33371], [-0.19801, -1.98074, -0.85392], [1.38506, -1.40282, -1.15880], [0.22579, -0.35983, -0.72597], [-1.56424, 0.14867, 0.56508], [-0.40371, 1.05638, 0.17381], [0.77563, 0.83149, 0.80524], [1.98427, 1.50302, 0.62887], [-1.29210, -0.90487, 0.76876], [-2.06431, 0.52219, 1.47154], [-2.22356, 0.00212, -0.30192], [-0.50944, 1.86570, -0.54376], [0.84620, 0.00936, 1.51289], [2.57111, 1.16232, 1.32519]], "forces_ev_per_angstrom": [[0.199, 1.144, 1.667], [0.410, 0.148, 0.536], [0.471, -0.080, -0.492], [-0.483, -0.706, -0.863], [-0.140, -1.905, -2.251], [0.562, -0.403, -1.339], [-2.347, 0.367, 0.033], [5.555, 1.146, 1.404], [-4.492, -1.628, 0.112], [0.445, 0.603, 0.610], [-0.196, 0.188, -0.270], [-0.432, 0.826, 0.480], [-0.133, 0.095, 0.010], [-0.063, 0.081, 0.278], [0.645, 0.123, 0.086]]}

{"formula": "C3H10NO2", "method": "wB97M-V/def2-TZVPD", "orbital_gap_ev": 7.241, "total_charge": -1, "de_lowest_kcal_mol": 38.4, "multiplicity": 1, "total_energy_ev": -8857.12692, "fmax_ev_per_a": 4.3, "elements": ["C", "C", "C", "O", "N", "H", "H", "H", "H", "H", "H", "H", "H", "H", "H", "O"], "coordinates": [[-1.24797, -0.52893, -0.72387], [-0.19087, 0.18439, 0.07162], [1.04184, -0.47950, -0.50396], [2.26347, 0.19769, -0.50995], [-2.59560, -0.28187, -0.10469], [-1.02319, -1.55851, -0.60855], [-1.08476, -0.19079, -1.71358], [-0.41419, 1.17568, 0.00332], [-0.03633, 0.06297, 1.10925], [0.89308, -0.60518, -1.60920], [1.10554, -1.50307, -0.10050], [-2.86135, 0.66612, -0.41644], [-2.28577, -0.24314, 0.85958], [1.93468, 0.65375, 2.02831], [2.20777, 1.00747, 0.59913], [2.29365, 1.44293, 1.61954]], "forces_ev_per_angstrom": [[-1.104, 0.323, 2.932], [1.063, -2.613, -0.935], [2.797, 1.632, -2.790], [-0.748, -0.011, 1.039], [0.319, 0.211, -1.322], [-0.143, -1.270, -0.516], [-0.643, 0.130, -1.139], [0.474, 3.235, -0.881], [-0.991, -0.815, 1.631], [-0.626, -0.520, 0.381], [-0.124, -0.149, 0.396], [0.050, -0.566, 0.714], [-0.831, 0.415, 0.218], [0.071, -0.044, 0.650], [0.943, 0.100, 0.096], [-0.504, -0.060, -0.474]]}

{"formula": "C3H10NO2", "method": "wB97M-V/def2-TZVPD", "orbital_gap_ev": 7.126, "total_charge": -1, "de_lowest_kcal_mol": 12.8, "multiplicity": 1, "total_energy_ev": -8858.23929, "fmax_ev_per_a": 1.7, "elements": ["C", "C", "C", "O", "N", "H", "H", "H", "H", "H", "H", "H", "H", "H", "H", "O"], "coordinates": [[-0.44542, 1.41790, 0.02251], [-0.89585, 0.16574, 0.77054], [0.33921, -0.78370, 0.85881], [0.81949, -1.17886, -0.32882], [-1.60792, 2.31254, -0.20561], [0.07372, 1.16305, -0.88977], [0.21675, 1.98070, 0.67859], [-1.27365, 0.45309, 1.76051], [-1.69582, -0.35134, 0.23165], [0.10933, -1.58560, 1.60301], [1.11051, -0.13615, 1.35421], [-2.38464, 2.02131, 0.37051], [-1.95124, 2.28739, -1.15584], [2.18456, -2.00205, -1.28536], [2.47068, -3.24428, -2.11478], [2.93029, -2.51975, -1.67016]], "forces_ev_per_angstrom": [[-1.443, 0.240, 0.841], [0.988, -0.431, -0.491], [0.523, 0.681, 0.347], [-0.315, -0.518, -0.733], [0.012, 0.536, -0.443], [0.013, -0.107, -0.220], [0.423, -0.132, -0.037], [0.056, -0.041, 0.088], [-0.044, 0.062, -0.149], [-0.079, -0.130, -0.117], [-0.071, -0.079, 0.546], [0.006, -0.079, 0.098], [0.131, -0.166, -0.091], [-0.136, 0.235, 0.618], [0.170, 0.200, 0.150], [-0.233, -0.272, -0.406]]}